DFT (ωB97M-V with the def2-TZVPD basis set) results for a structure of composition C23H34AuIO2Si2Te2.

## Properties
**Molar mass**: 977.8 g mol⁻¹
**DFT total energy**: -2595.7094 hartree
**Net charge**: 0
**Frontier orbital gap**: 6.752 eV

Last column: natural (NBO) charge in e.
Geometry (Å):
Au (0.462, -2.348, 0.070)  0.6094
C (-0.685, 2.426, 1.030)  -0.6488
Te (-1.230, 0.701, 2.227)  0.4638
C (-1.150, 2.169, 3.834)  -0.6609
C (-1.155, 3.534, 3.211)  0.0512
C (-1.343, 4.680, 3.980)  -0.2264
C (-1.333, 5.934, 3.392)  -0.2082
C (-1.142, 6.056, 2.022)  -0.2129
C (-0.953, 4.920, 1.253)  -0.1929
C (-0.953, 3.659, 1.842)  -0.0861
H (-1.231, 2.442, 0.086)  0.2236
H (0.381, 2.379, 0.806)  0.2062
H (-0.243, 2.018, 4.420)  0.2257
H (-1.999, 2.040, 4.504)  0.2316
H (-1.499, 4.581, 5.048)  0.2116
H (-1.479, 6.817, 4.001)  0.2146
H (-1.141, 7.033, 1.556)  0.2140
H (-0.804, 5.003, 0.182)  0.2062
C (3.465, -0.987, -2.890)  -1.1188
Si (3.089, 0.231, -1.499)  1.6356
C (4.166, 1.771, -1.684)  -1.1057
C (3.365, -0.578, 0.181)  -1.1068
C (1.315, 0.911, -1.632)  -1.1525
Te (-0.391, -0.352, -1.313)  0.6598
C (-0.280, -1.140, -3.314)  -1.1283
Si (-1.741, -0.424, -4.311)  1.6103
C (-1.739, 1.458, -4.101)  -1.1153
C (-1.543, -0.811, -6.148)  -1.1046
C (-3.269, -1.249, -3.576)  -1.1132
H (4.516, -1.282, -2.856)  0.2470
H (3.288, -0.542, -3.872)  0.2363
H (2.867, -1.897, -2.819)  0.2410
H (5.228, 1.525, -1.631)  0.2428
H (3.954, 2.499, -0.899)  0.2399
H (3.987, 2.258, -2.644)  0.2377
H (4.405, -0.883, 0.307)  0.2472
H (2.747, -1.475, 0.297)  0.2155
H (3.111, 0.097, 1.001)  0.2466
H (1.140, 1.339, -2.622)  0.2442
H (1.213, 1.729, -0.919)  0.2477
H (-0.354, -2.224, -3.258)  0.2550
H (0.696, -0.882, -3.722)  0.2469
H (-0.841, 1.899, -4.540)  0.2353
H (-1.777, 1.747, -3.049)  0.2334
H (-2.598, 1.909, -4.599)  0.2489
H (-0.637, -0.362, -6.558)  0.2380
H (-2.392, -0.412, -6.706)  0.2432
H (-1.500, -1.885, -6.332)  0.2411
H (-3.274, -1.170, -2.486)  0.2456
H (-3.279, -2.312, -3.825)  0.2452
H (-4.202, -0.820, -3.944)  0.2463
I (1.883, -5.715, 6.712)  0.1164
C (0.688, -5.037, 5.108)  -0.1267
C (-0.483, -5.708, 4.797)  -0.2582
C (-1.277, -5.232, 3.764)  -0.1534
C (-0.908, -4.103, 3.044)  -0.1657
C (0.279, -3.454, 3.369)  -0.1845
C (1.089, -3.920, 4.395)  -0.2666
C (-1.825, -3.581, 1.942)  0.7577
O (-2.846, -4.198, 1.683)  -0.6476
O (-1.434, -2.491, 1.365)  -0.8829
H (-0.778, -6.584, 5.358)  0.2245
H (-2.200, -5.733, 3.506)  0.2435
H (0.564, -2.564, 2.819)  0.2147
H (2.011, -3.411, 4.638)  0.2216

***

DFT (ωB97M-V with the def2-TZVPD basis set) results for a structure of composition C19H43N4O13P2S2Sn.

## Properties
**Molar mass**: 780.4 g mol⁻¹
**DFT total energy**: -3639.7304 hartree
**Net charge**: +1
**Frontier orbital gap**: 3.889 eV

Last column: Mulliken charge in e.
Geometry (Å):
C (4.512, 0.275, 3.441)  -1.4876
C (3.602, -0.873, 2.975)  -0.0789
O (4.259, -1.531, 1.893)  -0.5667
C (2.230, -0.274, 2.428)  -0.0514
O (2.298, -0.300, 1.021)  -0.2693
C (1.334, 0.542, 0.366)  0.7883
C (2.029, 1.944, 0.305)  -0.4863
C (2.448, 2.613, -1.020)  -0.9435
C (1.380, 3.536, -1.674)  -0.2368
S (2.166, 4.912, -2.578)  -0.2056
O (0.200, 0.734, 1.207)  -1.0042
P (-1.328, 0.207, 0.551)  0.8146
N (-2.903, -0.193, -0.156)  -0.3633
C (-1.151, -1.622, 1.086)  -0.5253
C (-2.122, -2.289, 2.065)  -0.7859
C (-3.484, -2.797, 1.518)  -0.9011
C (-3.425, -3.486, 0.154)  -0.2408
C (-4.847, -3.715, -0.422)  -0.4669
N (-4.814, -3.420, -1.874)  -0.6599
C (-1.356, 1.991, -0.249)  -0.0936
C (-2.690, 2.629, -0.677)  -1.3140
O (-3.741, 2.899, 0.369)  -0.3501
C (-3.770, 4.265, 0.525)  -0.1281
O (-4.711, 4.907, 0.367)  -0.3457
P (-2.076, 0.918, 2.586)  1.3029
N (-1.240, 0.410, 3.774)  -0.8871
O (-1.876, 2.697, 2.767)  -0.5584
O (-3.647, 0.513, 2.934)  -0.4964
O (-0.538, -0.291, -0.931)  -1.0462
C (0.850, -0.324, -0.897)  1.8102
C (1.254, 0.012, -2.347)  -1.1438
C (2.699, -0.360, -2.766)  -1.7374
C (2.780, -1.459, -3.843)  -0.6681
S (4.500, -1.798, -4.305)  1.3116
O (4.665, -3.206, -4.298)  -0.6443
O (4.840, -1.171, -5.527)  -0.6368
O (5.432, -1.212, -3.131)  -0.4978
O (1.411, -1.640, -0.648)  -0.4212
N (0.811, -2.601, -1.464)  0.3466
O (0.787, -3.646, -0.936)  -0.4513
H (4.452, 1.123, 2.748)  0.3161
H (5.545, -0.088, 3.428)  0.4373
H (4.269, 0.572, 4.465)  0.3555
H (3.428, -1.642, 3.729)  0.4222
H (4.827, -0.886, 1.458)  0.3419
H (2.169, 0.740, 2.841)  0.3477
H (1.443, -0.944, 2.796)  0.0798
H (2.930, 1.880, 0.919)  -0.0576
H (1.392, 2.660, 0.838)  0.3112
H (2.875, 1.959, -1.780)  -0.0447
H (3.255, 3.312, -0.767)  0.8479
H (0.765, 3.943, -0.866)  0.0794
H (0.719, 3.000, -2.358)  0.1371
H (1.864, 4.617, -3.862)  0.1692
H (-2.933, -0.149, -1.166)  0.2389
H (-3.724, 0.174, 0.304)  0.2735
H (-1.134, -2.191, 0.165)  0.1334
H (-0.136, -1.713, 1.499)  0.1144
H (-1.624, -3.215, 2.394)  0.5120
H (-2.340, -1.774, 3.007)  0.3426
H (-4.241, -2.003, 1.480)  0.1890
H (-3.857, -3.509, 2.266)  0.5801
H (-2.856, -4.421, 0.212)  0.4141
H (-2.916, -2.880, -0.602)  -0.0218
H (-5.535, -2.988, 0.034)  0.2970
H (-5.159, -4.753, -0.305)  0.3380
H (-4.445, -2.488, -2.035)  0.1721
H (-5.759, -3.443, -2.243)  0.2622
H (-0.795, 1.906, -1.179)  0.0779
H (-0.819, 2.759, 0.326)  0.4384
H (-3.193, 2.094, -1.479)  0.3726
H (-2.460, 3.618, -1.111)  0.6322
H (-2.837, 4.807, 0.846)  0.6314
H (-0.478, -0.181, 3.441)  0.3150
H (-1.132, 2.874, 3.385)  0.3962
H (-3.775, 0.656, 3.896)  0.4134
H (1.090, 1.065, -2.583)  0.3137
H (0.572, -0.543, -2.997)  0.7370
H (3.154, 0.541, -3.199)  0.6873
H (3.345, -0.626, -1.924)  0.5526
H (2.266, -1.105, -4.737)  0.4080
H (2.404, -2.411, -3.473)  0.3615
H (6.311, -1.608, -3.263)  0.3747
Sn (-3.693, 3.465, 2.863)  1.0194

***

DFT (ωB97M-V with the def2-TZVPD basis set) results for a cluster of 10 separate species, H20O10 in total.

## Properties
**SMILES**: O.O.O.O.O.O.O.O.O.O
**Molar mass**: 180.1 g mol⁻¹
**DFT total energy**: -764.2489 hartree
**Net charge**: 0
**Frontier orbital gap**: 9.649 eV

Last column: natural (NBO) charge in e.
Geometry (Å):
H (-0.939, 1.102, 0.034)  0.4639
H (0.555, 0.970, -0.131)  0.4441
H (2.296, -1.512, 1.181)  0.4671
H (1.500, -1.952, -0.043)  0.4437
H (-3.270, -1.138, -1.485)  0.4812
H (-2.404, -0.331, -2.444)  0.4536
H (-2.269, 3.209, 0.165)  0.4562
H (-1.831, 4.650, -0.276)  0.4714
H (-3.971, -0.972, 1.949)  0.4676
H (-3.506, -2.236, 1.168)  0.4757
H (5.125, -0.633, -1.306)  0.4734
H (5.676, 0.435, -0.579)  0.4690
H (3.053, -0.359, -1.042)  0.4824
H (2.210, -1.058, -1.946)  0.4440
H (-0.862, -2.426, -1.418)  0.4719
H (-2.245, -2.765, -2.049)  0.4794
H (1.347, 3.755, 0.770)  0.4608
H (0.336, 3.450, 1.884)  0.4588
H (1.035, -0.670, 2.758)  0.4672
H (0.409, -2.072, 3.090)  0.4723
O (-0.162, 1.680, -0.035)  -0.9097
O (1.605, -2.040, 0.939)  -0.9206
O (-3.336, -0.337, -2.116)  -0.9397
O (-1.745, 3.663, -0.483)  -0.9269
O (-4.273, -1.610, 1.301)  -0.9429
O (4.799, 0.071, -0.852)  -0.9385
O (3.096, -1.034, -1.736)  -0.9275
O (-1.834, -2.667, -1.152)  -0.9466
O (0.381, 3.933, 1.041)  -0.9190
O (1.188, -1.589, 3.060)  -0.9322

***

DFT (ωB97M-V with the def2-TZVPD basis set) results for a structure of composition C5H5N.

## Properties
**Molar mass**: 79.1 g mol⁻¹
**DFT total energy**: -248.0563 hartree
**Net charge**: 0
**Frontier orbital gap**: 7.370 eV

Last column: natural (NBO) charge in e.
Geometry (Å):
C (-1.990, 0.758, -0.038)  -0.4241
C (-0.587, 0.965, -0.249)  -0.3287
C (-1.858, -0.500, 0.451)  0.5018
C (0.012, -0.351, -0.012)  0.2046
C (1.859, -0.690, 0.051)  -0.6016
N (-0.859, -1.309, 0.391)  -0.5129
H (-2.947, 1.280, -0.484)  0.2709
H (-0.260, 1.979, -0.366)  0.2395
H (2.253, -0.630, -0.965)  0.2152
H (1.975, -1.654, 0.565)  0.2223
H (2.401, 0.152, 0.656)  0.2131

***

DFT (ωB97M-V with the def2-TZVPD basis set) results for a structure of composition C3H6S2.

## Properties
**Molar mass**: 106.2 g mol⁻¹
**DFT total energy**: -914.1496 hartree
**Net charge**: 0
**Frontier orbital gap**: 9.256 eV

Last column: natural (NBO) charge in e.
Geometry (Å):
C (0.400, -0.096, -1.416)  -0.4532
C (0.557, -0.944, 0.052)  -0.5887
C (-0.849, 0.917, 0.955)  -0.6787
H (1.177, 0.705, -1.498)  0.2239
H (0.350, -0.639, -2.290)  0.2139
H (-0.596, -1.315, 0.569)  0.2475
H (1.480, -1.691, 0.005)  0.2444
H (-1.040, 1.948, 1.509)  0.2603
H (-1.352, -0.117, 1.715)  0.2132
S (1.056, 0.336, 1.237)  0.1610
S (-1.183, 0.896, -0.839)  0.1565

***

DFT (ωB97M-V with the def2-TZVPD basis set) results for a cluster of 2 separate species, C10H16O in total.

## Properties
**SMILES**: Cc1ccc(O)cc1.CCC
**Molar mass**: 152.2 g mol⁻¹
**DFT total energy**: -465.7355 hartree
**Net charge**: 0
**Frontier orbital gap**: 9.148 eV

Last column: natural (NBO) charge in e.
Geometry (Å):
C (-0.046, -0.651, 3.111)  -0.6204
C (1.350, -2.087, 0.021)  -0.2157
C (1.387, -1.700, 1.290)  -0.2288
C (0.398, -1.708, -0.955)  0.2726
C (0.203, -1.022, 1.649)  -0.0307
C (-0.828, -1.199, -0.663)  -0.2585
C (-0.866, -0.792, 0.791)  -0.2039
O (0.976, -1.562, -2.230)  -0.7038
H (2.127, -2.732, -0.528)  0.1966
H (2.118, -1.653, 2.143)  0.2375
H (1.576, -2.380, -2.581)  0.4806
H (-1.612, -0.967, -1.363)  0.2320
H (0.393, 0.352, 3.214)  0.2122
H (0.584, -1.353, 3.784)  0.1998
H (-1.811, -0.339, 1.085)  0.2133
H (-0.913, -0.515, 3.572)  0.2181
C (-1.169, 2.521, -0.633)  -0.4386
C (-0.177, 3.369, 0.121)  -0.6190
C (-0.978, 2.950, -2.120)  -0.5901
H (-2.190, 2.347, -0.580)  0.2155
H (-0.957, 1.366, -0.623)  0.2078
H (0.610, 2.921, 0.646)  0.2230
H (0.094, 4.319, -0.322)  0.2140
H (0.015, 2.656, -2.432)  0.1998
H (-0.781, 3.836, 1.059)  0.1971
H (-1.003, 4.019, -2.075)  0.1901
H (-1.696, 2.538, -2.839)  0.1995

***

DFT (ωB97M-V with the def2-TZVPD basis set) results for the molecule C7H8ClN3.

## Properties
**SMILES**: [H]/N=C(/N)N(Cl)c1ccccc1
**Molar mass**: 169.6 g mol⁻¹
**DFT total energy**: -895.9167 hartree
**Net charge**: 0
**Frontier orbital gap**: 8.906 eV

Last column: natural (NBO) charge in e.
Geometry (Å):
C (1.863, 1.508, -0.669)  -0.2454
C (1.875, 0.198, -0.299)  -0.1856
C (0.633, 2.116, -0.949)  -0.1822
C (0.664, -0.564, -0.436)  -0.2410
C (-0.588, 1.443, -0.979)  -0.2527
C (-0.551, 0.060, -0.706)  0.0974
C (-1.886, -1.746, 0.521)  0.6034
N (-2.668, -2.745, 0.661)  -0.7394
N (-1.204, -1.256, 1.628)  -0.8343
N (-1.577, -0.873, -0.738)  -0.4335
Cl (-3.036, -0.128, -1.490)  0.0970
H (2.725, 2.060, -0.342)  0.2167
H (2.753, -0.135, 0.240)  0.2182
H (0.534, 3.089, -1.364)  0.2110
H (0.725, -1.651, -0.470)  0.2295
H (-1.430, 2.011, -1.311)  0.2381
H (-2.783, -3.295, -0.229)  0.3676
H (-1.429, -1.804, 2.433)  0.4224
H (-0.770, -0.365, 1.524)  0.4131

***

DFT (ωB97M-V with the def2-TZVPD basis set) results for a structure of composition C8H25I2O5P3SSi2.

## Properties
**Molar mass**: 636.3 g mol⁻¹
**DFT total energy**: -3292.8105 hartree
**Net charge**: 0
**Frontier orbital gap**: 7.640 eV

Last column: natural (NBO) charge in e.
Geometry (Å):
C (3.851, 3.128, -1.223)  -0.6219
C (2.623, 2.655, -2.020)  -0.4521
C (2.496, 1.151, -2.280)  -0.8010
I (4.304, 0.483, -3.262)  0.1128
Si (2.049, 0.034, -0.791)  1.4590
S (2.655, 0.803, 1.096)  -0.4213
O (0.475, -0.456, -0.895)  -1.2766
Si (-0.723, 0.141, 0.164)  1.2432
C (-2.332, -0.538, -0.581)  -0.8927
C (-3.608, 0.267, -0.344)  -0.2280
C (-4.614, -0.056, -1.488)  -0.5979
C (-4.307, -0.095, 0.957)  -0.5991
P (-0.518, -0.524, 2.303)  0.6533
C (0.685, -1.926, 2.255)  -0.9564
O (-1.930, -1.284, 2.734)  -0.9610
P (-0.535, 2.379, -0.013)  0.4209
O (-1.068, 2.572, -1.594)  -0.9887
I (-2.263, 3.359, 1.384)  -0.0535
P (3.199, -1.924, -0.956)  1.0681
O (2.587, -2.983, -0.113)  -1.1164
H (4.379, 3.919, -1.731)  0.2221
H (3.515, 3.539, -0.279)  0.2060
H (4.512, 2.323, -0.955)  0.2184
H (2.688, 3.123, -2.994)  0.2133
H (1.733, 3.063, -1.555)  0.2297
H (1.725, 1.019, -3.025)  0.2403
H (2.296, 2.088, 0.988)  0.1821
H (-2.139, -0.553, -1.648)  0.2340
H (-2.423, -1.579, -0.285)  0.2328
H (-3.453, 1.336, -0.401)  0.2062
H (-4.132, -0.488, -2.354)  0.1990
H (-5.321, -0.799, -1.137)  0.1999
H (-5.201, 0.812, -1.755)  0.2106
H (-3.813, 0.305, 1.831)  0.2229
H (-5.339, 0.222, 0.912)  0.2066
H (-4.324, -1.176, 1.028)  0.1941
H (0.444, -2.579, 3.083)  0.2639
H (0.543, -2.477, 1.335)  0.2366
H (1.698, -1.587, 2.373)  0.2436
H (-2.026, -2.125, 2.256)  0.4755
H (-0.642, 1.859, -2.105)  0.4859
H (4.569, -1.710, -0.709)  -0.0556
H (3.081, -2.293, -2.313)  -0.0617
O (1.162, -4.352, 4.744)  -0.9388
H (1.473, -5.138, 4.282)  0.4717
H (1.966, -3.939, 5.079)  0.4703

***

Question: Which value of molar mass does entry 1 give?
Answer: 977.8 g mol⁻¹